One molecule with the formula C3H7N3 in a non-equilibrium geometry, computed with ωB97M-V with the def2-TZVPD basis set.

Output
- M: 85.11 Da
- Orbital gap: 9.650 eV
- Electronic energy: -7691.9105 eV
- Strongest force on any atom: 5.90 eV Å⁻¹
- Energy above the lowest of the compared OMol25 structures with the same formula, charge and spin: 63.85 kcal/mol

```
13
Properties=species:S:1:pos:R:3:forces:R:3
H 1.170 -1.513 0.198 2.8 0.9 -0.6
N 2.070 -0.838 0.078 -4.0 0.1 0.5
C 1.408 0.265 -0.052 3.1 -0.3 0.5
N 0.022 0.381 -0.168 -1.0 -0.3 0.4
C -0.639 1.637 0.054 0.2 2.7 -0.5
N -0.578 -0.819 -0.081 -2.8 -1.8 0.1
C -1.872 -1.036 0.082 3.6 4.6 -0.9
H 2.013 1.220 -0.010 -1.2 -0.8 -0.4
H -1.330 1.636 0.901 -0.3 -0.5 -0.2
H -1.213 2.133 -0.892 1.5 -1.4 2.1
H 0.171 2.348 0.476 -1.3 -0.8 -1.3
H -2.308 -1.960 -0.071 -0.3 -1.9 0.1
H -2.484 -0.128 0.083 -0.4 -0.4 0.2
```
Positions in Å, forces in eV/Å.



One molecule with the formula C4H6S in a non-equilibrium geometry, computed with ωB97M-V with the def2-TZVPD basis set.

Output
- M: 86.16 Da
- Orbital gap: 9.551 eV
- Electronic energy: -15077.8383 eV
- Strongest force on any atom: 6.66 eV Å⁻¹
- Energy above the lowest of the compared OMol25 structures with the same formula, charge and spin: 45.07 kcal/mol

```
11
Properties=species:S:1:pos:R:3:forces:R:3
C 0.619 -0.704 0.548 -2.3 5.6 -2.7
C 0.864 0.092 -0.577 -1.6 -3.1 4.7
C -0.341 0.598 -1.174 1.6 1.9 -2.9
S -1.747 0.197 -0.182 0.2 -0.1 1.2
C -0.667 -0.286 1.355 0.4 -0.9 -1.3
H 1.437 -1.114 0.917 3.2 -2.4 2.3
H 1.756 0.068 -1.122 1.4 0.0 -0.6
H 0.024 0.259 -2.197 -2.4 -1.0 0.2
H -0.254 1.640 -1.503 -0.3 0.5 1.0
H -1.173 -1.213 1.678 0.1 0.7 0.3
H -0.518 0.463 2.257 -0.3 -1.3 -2.2
```
Positions in Å, forces in eV/Å.



A 8-piece molecular cluster, C18H52BF4N10O10 overall in a non-equilibrium geometry, computed with ωB97M-V with the def2-TZVPD basis set.

Output
- Charge: -1
- M: 655.48 Da
- Orbital gap: 7.870 eV
- Electronic energy: -66441.4934 eV
- Strongest force on any atom: 2.28 eV Å⁻¹
- Energy above the lowest of the compared OMol25 structures with the same formula, charge and spin: 0.00 kcal/mol

```
95
Properties=species:S:1:pos:R:3:forces:R:3
B 0.578 -0.904 -0.990 0.4 -1.4 -0.2
F 0.350 -2.244 -0.644 -0.8 0.2 -0.1
F -0.598 -0.156 -0.862 0.2 0.2 0.4
F 1.632 -0.479 -0.151 -0.4 0.6 0.0
F 1.014 -0.874 -2.332 0.0 0.4 0.2
C 0.821 1.459 2.861 -0.4 0.8 0.3
O 1.066 1.960 3.959 0.4 -0.4 0.0
N 1.592 1.627 1.748 -1.8 -0.3 1.1
N -0.324 0.732 2.675 -0.3 -0.3 0.0
H 2.489 2.032 1.931 0.2 -0.2 -0.6
H 1.308 0.938 1.067 1.4 0.2 -0.8
H -0.911 0.573 3.472 0.1 0.2 0.1
H -0.683 0.406 1.794 0.4 0.1 -0.1
C 2.112 2.551 -2.197 -0.3 0.7 -0.4
O 2.535 3.683 -2.377 0.2 0.2 -0.2
N 0.779 2.233 -2.256 0.7 -0.6 0.4
N 2.903 1.478 -1.957 0.0 -0.7 0.3
H 0.543 1.397 -1.748 -0.8 0.2 -0.5
H 0.099 2.887 -2.584 0.0 0.2 0.3
H 2.486 0.569 -1.802 0.4 0.2 -0.2
H 3.899 1.564 -1.935 0.0 0.3 0.0
C 0.553 -4.575 -3.436 0.6 0.0 0.0
O 1.571 -4.883 -2.841 -0.4 0.1 -0.3
N -0.295 -5.526 -3.971 -0.7 -0.3 -0.3
N 0.157 -3.280 -3.659 0.3 -0.9 0.1
H -0.979 -5.286 -4.668 0.0 0.3 0.1
H -0.010 -6.487 -4.013 0.4 0.1 0.2
H 0.566 -2.597 -3.035 -0.1 0.0 -0.3
H -0.768 -3.151 -4.030 0.0 0.5 -0.1
C -3.142 -2.348 -3.723 -0.7 -0.1 -0.5
O -2.508 -2.015 -4.707 0.4 -0.2 0.1
N -4.505 -2.592 -3.795 0.0 -0.1 0.8
N -2.617 -2.633 -2.501 0.1 0.2 1.1
H -5.020 -2.568 -2.931 -0.2 -0.1 -0.2
H -5.025 -2.460 -4.639 0.3 0.3 -0.2
H -3.205 -2.668 -1.684 -0.3 -0.2 -0.3
H -1.689 -2.352 -2.220 0.2 0.1 -0.6
C -2.617 1.961 -0.083 0.4 -0.5 -1.3
O -3.266 3.174 0.177 -0.2 -0.1 0.3
C -4.659 3.126 -0.128 0.8 1.5 0.3
C -5.101 4.575 -0.342 0.2 0.7 1.3
N -4.609 5.445 0.762 -0.2 -0.7 -0.5
C -4.161 6.742 0.295 0.0 -0.3 0.5
C -3.810 7.630 1.465 -0.5 1.1 -0.5
O -2.654 7.166 2.116 -0.1 0.1 -0.1
C -1.834 8.194 2.591 1.2 0.0 -0.2
H -1.570 2.003 0.205 0.0 0.3 0.1
H -2.647 1.813 -1.173 0.2 -0.2 0.0
H -3.037 1.040 0.342 -0.4 0.3 0.4
H -5.137 2.753 0.780 -0.5 -0.6 -0.5
H -4.795 2.613 -1.082 -0.4 -0.6 0.3
H -6.186 4.674 -0.251 -0.1 -0.4 -0.7
H -4.729 4.953 -1.298 -0.1 -0.1 -0.1
H -3.874 4.939 1.241 0.3 0.3 0.0
H -4.970 7.204 -0.279 -0.1 0.1 0.1
H -3.291 6.689 -0.378 0.0 -0.1 0.0
H -4.650 7.772 2.159 0.0 -0.6 0.1
H -3.695 8.653 1.065 0.6 -0.1 0.0
H -1.432 8.827 1.784 -0.6 0.1 -0.1
H -0.911 7.742 2.964 -0.3 -0.2 0.4
H -2.298 8.815 3.361 -0.1 0.0 0.0
C 4.683 -3.446 -2.719 1.0 0.0 -0.7
O 4.360 -3.934 -1.457 -0.2 0.0 -0.1
C 3.910 -2.922 -0.595 0.2 0.2 0.9
C 3.237 -3.540 0.625 0.0 -0.7 -1.2
N 2.116 -4.368 0.120 -0.6 0.5 2.2
C 1.506 -5.123 1.246 -0.1 0.0 -0.3
C 0.692 -4.260 2.222 1.3 -0.3 0.7
O -0.664 -4.322 1.873 -0.4 0.4 -0.1
C -1.387 -3.171 2.280 0.6 -0.3 -0.7
H 3.836 -3.338 -3.402 -0.2 0.0 0.2
H 5.413 -4.127 -3.173 -0.3 -0.2 0.0
H 5.244 -2.495 -2.690 -0.3 0.1 0.3
H 3.193 -2.221 -1.033 0.0 -0.2 -0.5
H 4.795 -2.356 -0.266 -0.2 0.3 0.0
H 2.889 -2.735 1.282 0.3 0.0 0.2
H 3.961 -4.187 1.128 -0.1 0.1 0.2
H 1.378 -3.668 0.028 0.2 -0.2 -1.2
H 2.264 -5.709 1.771 0.0 0.1 0.0
H 0.780 -5.812 0.805 0.1 -0.2 0.1
H 1.114 -3.244 2.253 -0.5 0.2 -0.4
H 0.866 -4.583 3.264 -0.4 -0.3 0.0
H -2.385 -3.255 1.854 -0.2 -0.2 0.4
H -0.934 -2.294 1.802 0.1 0.1 0.3
H -1.363 -3.096 3.370 -0.3 0.3 0.0
C 3.804 -1.061 3.854 0.1 -1.2 -0.2
C 4.147 -0.440 2.508 0.1 0.9 0.5
O 5.390 -0.864 1.980 0.2 -0.5 0.3
O 2.412 -0.954 4.077 -0.1 0.3 0.4
H 4.442 -0.666 4.651 -0.3 0.3 0.1
H 3.987 -2.140 3.875 0.1 0.0 -0.4
H 4.222 0.630 2.753 -0.3 0.1 -0.5
H 3.318 -0.614 1.821 0.1 0.0 -0.1
H 5.774 -0.152 1.466 -0.1 0.0 -0.1
H 2.158 -0.052 4.314 0.1 0.1 0.0
```
Positions in Å, forces in eV/Å.



One molecule with the formula C4H9NO2, computed with ωB97M-V with the def2-TZVPD basis set.

Output
- M: 103.12 Da
- Orbital gap: 8.890 eV
- Electronic energy: -9876.0851 eV
- Strongest force on any atom: 0.38 eV Å⁻¹
- Energy above the lowest of the compared OMol25 structures with the same formula, charge and spin: 91.68 kcal/mol

```
16
Properties=species:S:1:pos:R:3:forces:R:3
C -0.435 1.124 -0.085 0.1 0.2 0.1
C 0.978 0.995 -0.641 0.1 0.0 0.0
C 1.627 -0.206 0.048 0.2 0.1 0.0
O 0.625 -1.231 0.072 -0.1 -0.1 0.1
C -0.458 -0.808 0.784 -0.2 0.0 0.2
O -0.571 -0.746 1.984 0.1 0.0 -0.4
N -1.690 -1.185 -0.058 -0.1 -0.1 0.0
H -0.466 1.660 0.869 0.0 -0.1 -0.1
H -1.067 1.688 -0.790 0.0 -0.1 0.1
H -1.476 -0.077 -0.380 0.0 0.0 0.0
H 0.942 0.795 -1.720 0.0 0.0 0.1
H 1.603 1.888 -0.500 -0.1 -0.1 0.0
H 2.479 -0.627 -0.490 -0.1 0.1 0.1
H 1.920 0.025 1.079 0.0 0.0 -0.1
H -2.493 -1.352 0.545 0.1 0.0 -0.1
H -1.516 -1.943 -0.716 0.0 0.1 0.1
```
Positions in Å, forces in eV/Å.



C45H67BBrClN7O3S2SiTl as an isolated structure, computed with ωB97M-V with the def2-TZVPD basis set.

Output
- Charge: -2
- M: 1176.85 Da
- Orbital gap: 5.300 eV
- Electronic energy: -181816.2273 eV
- Strongest force on any atom: 0.58 eV Å⁻¹
- Energy above the lowest of the compared OMol25 structures with the same formula, charge and spin: 0.00 kcal/mol

```
129
Properties=species:S:1:pos:R:3:forces:R:3
Tl 0.631 0.046 0.016 -0.1 -0.1 -0.1
C 2.174 -1.147 2.788 0.1 -0.1 0.2
N 0.783 -0.793 2.529 0.1 -0.2 0.1
C 0.455 0.460 3.199 -0.1 0.2 0.0
C -0.186 -1.809 2.832 -0.1 0.0 -0.1
C 0.069 -2.827 3.732 0.1 -0.1 0.0
C -0.916 -3.744 4.096 -0.1 0.0 0.1
C -2.202 -3.561 3.611 0.1 0.0 0.0
C -2.470 -2.570 2.682 0.1 0.0 0.0
C -1.454 -1.725 2.177 0.0 0.0 0.2
N -1.612 -0.783 1.216 0.2 0.5 -0.2
C -2.649 -0.800 0.328 -0.3 -0.1 0.1
C -3.328 -1.963 -0.089 0.1 0.0 -0.2
C -4.389 -1.923 -0.976 -0.1 -0.1 0.0
C -4.821 -0.718 -1.499 0.0 0.1 -0.1
C -4.127 0.443 -1.165 -0.1 0.0 -0.1
C -3.060 0.426 -0.284 0.2 -0.1 0.1
N -2.335 1.608 0.032 -0.1 0.1 0.0
C -2.618 2.096 1.370 0.0 -0.1 0.0
C -2.395 2.671 -0.948 0.1 -0.1 0.0
H 2.410 -1.153 3.866 -0.1 0.0 0.0
H 2.816 -0.414 2.299 -0.2 -0.2 0.2
H 2.398 -2.119 2.357 0.0 -0.1 -0.1
H 0.506 0.354 4.294 0.0 0.0 -0.1
H -0.547 0.779 2.910 0.0 0.0 0.0
H 1.172 1.229 2.897 0.0 0.0 0.0
H 1.058 -2.926 4.161 0.0 0.0 0.0
H -0.684 -4.564 4.764 0.0 0.0 0.0
H -3.009 -4.201 3.955 0.0 0.0 -0.1
H -3.482 -2.439 2.323 0.0 0.0 0.0
H -2.975 -2.924 0.259 0.0 0.0 0.1
H -4.885 -2.845 -1.258 0.0 0.0 0.0
H -5.672 -0.671 -2.167 0.0 0.0 -0.1
H -4.438 1.380 -1.615 0.0 0.0 0.1
H -3.628 2.539 1.439 0.0 0.0 0.0
H -1.887 2.860 1.645 0.0 0.0 0.0
H -2.558 1.265 2.070 0.1 0.0 0.0
H -3.356 3.217 -0.940 0.0 0.0 0.0
H -2.233 2.252 -1.941 0.0 0.0 0.0
H -1.595 3.386 -0.751 0.0 0.0 0.0
C 0.971 4.758 2.027 -0.2 0.1 0.0
N 2.320 4.525 1.597 0.4 -0.2 -0.1
C 3.429 4.346 2.409 -0.1 0.0 0.1
C 4.468 4.111 1.587 0.1 0.1 0.1
N 4.028 4.153 0.283 0.0 -0.2 0.1
B 4.910 3.781 -0.933 0.0 0.0 0.1
N 4.683 2.297 -1.434 -0.3 -0.4 0.1
C 4.922 1.990 -2.753 0.1 0.1 -0.2
C 4.744 0.668 -2.941 0.1 -0.1 -0.1
N 4.380 0.140 -1.724 0.0 0.4 0.1
C 4.077 -1.251 -1.480 -0.1 -0.2 0.1
C 4.340 1.148 -0.793 0.3 0.1 -0.3
S 3.993 0.875 0.839 0.1 0.4 0.0
C 2.703 4.417 0.290 -0.2 0.2 0.1
S 1.664 4.689 -1.002 -0.3 -0.1 -0.3
H 0.933 4.733 3.115 0.1 0.0 0.0
H 0.313 3.991 1.618 0.0 0.0 0.0
H 0.619 5.728 1.668 0.0 0.0 0.0
H 3.352 4.346 3.482 0.0 0.0 0.0
H 5.496 3.905 1.818 0.0 -0.1 0.0
H 4.640 4.490 -1.867 0.1 0.1 -0.1
H 6.064 3.900 -0.577 0.1 0.0 0.0
H 5.205 2.755 -3.455 0.0 0.0 0.0
H 4.849 0.051 -3.817 0.0 0.0 0.0
H 4.798 -1.882 -2.005 0.0 0.1 0.0
H 3.068 -1.503 -1.803 -0.1 0.0 0.0
H 4.129 -1.439 -0.411 0.0 0.0 0.0
C -0.283 -8.552 0.231 0.1 0.1 0.0
C 1.025 -8.094 -0.351 -0.1 0.0 0.0
C 1.880 -8.980 -0.986 0.0 0.1 0.0
C 3.072 -8.526 -1.525 0.0 0.0 0.1
Cl 4.125 -9.662 -2.336 0.1 -0.1 -0.1
C 3.436 -7.198 -1.422 0.0 0.0 0.0
C 2.581 -6.301 -0.797 -0.1 0.2 0.1
C 1.371 -6.733 -0.261 0.0 -0.1 -0.1
O 0.479 -5.966 0.403 0.3 0.1 0.2
C 0.224 -4.592 0.074 0.0 0.3 -0.2
C 1.334 -3.499 0.120 -0.1 -0.5 0.0
O 2.377 -3.703 0.755 0.0 0.0 0.0
O 0.984 -2.481 -0.530 0.0 0.3 0.1
H -0.411 -9.629 0.120 0.0 0.0 0.0
H -1.111 -8.043 -0.265 0.0 0.0 0.1
H -0.333 -8.286 1.287 -0.1 0.0 0.0
H 1.608 -10.024 -1.073 0.0 0.0 0.0
H 4.386 -6.856 -1.808 0.0 0.0 -0.1
H 2.869 -5.267 -0.678 0.0 0.0 0.0
H -0.511 -4.278 0.819 0.0 0.0 0.0
H -0.246 -4.546 -0.913 0.0 0.0 0.0
C -2.972 0.463 -5.483 0.0 0.1 0.0
C -1.985 -0.389 -6.285 0.1 0.0 0.0
C -1.950 0.146 -7.723 0.2 0.0 0.1
C -2.554 -1.815 -6.292 0.1 0.0 0.0
Si -0.239 -0.377 -5.436 -0.1 -0.1 0.2
Br -0.619 -0.850 -3.235 0.0 0.2 -0.6
C 0.883 -1.851 -6.032 0.0 0.1 0.1
C 2.320 -1.645 -5.530 -0.1 0.1 0.0
C 0.419 -3.195 -5.450 -0.1 0.0 0.1
C 0.907 -1.967 -7.562 -0.1 0.2 0.1
C 0.618 1.356 -5.506 0.0 -0.1 0.1
C -0.385 2.490 -5.254 -0.1 -0.1 0.0
C 1.683 1.471 -4.405 0.0 -0.1 0.0
C 1.277 1.594 -6.873 -0.1 -0.2 0.0
H -3.973 0.371 -5.919 0.0 0.0 0.0
H -2.708 1.519 -5.481 -0.1 0.0 0.0
H -3.022 0.122 -4.454 -0.1 0.0 0.2
H -2.953 0.082 -8.160 0.0 0.0 0.0
H -1.269 -0.421 -8.361 0.0 0.0 0.0
H -1.646 1.194 -7.744 0.0 0.0 -0.1
H -3.595 -1.795 -6.633 0.0 0.0 0.0
H -2.540 -2.233 -5.284 0.0 -0.1 0.0
H -1.999 -2.475 -6.960 0.0 0.0 0.0
H 2.342 -1.543 -4.443 0.1 0.0 0.0
H 2.784 -0.764 -5.976 0.1 0.0 0.1
H 2.932 -2.513 -5.798 0.0 0.0 0.0
H 0.436 -3.179 -4.361 0.0 -0.1 0.0
H 1.098 -3.986 -5.787 0.0 0.0 0.0
H -0.587 -3.469 -5.765 0.0 0.0 0.0
H 1.226 -1.035 -8.036 0.0 0.0 -0.1
H -0.076 -2.231 -7.956 0.0 0.0 -0.1
H 1.606 -2.755 -7.862 0.0 0.0 0.0
H -0.946 2.323 -4.333 0.0 0.1 0.0
H -1.085 2.613 -6.082 0.0 0.0 0.0
H 0.158 3.432 -5.137 0.1 0.0 0.0
H 1.244 1.360 -3.413 0.1 0.0 0.0
H 2.149 2.460 -4.442 0.0 0.0 0.0
H 2.473 0.732 -4.507 0.0 0.0 0.0
H 0.559 1.492 -7.691 0.1 0.0 0.0
H 2.096 0.895 -7.052 0.0 0.0 0.0
H 1.689 2.607 -6.910 0.0 0.0 0.0
```
Positions in Å, forces in eV/Å.